DFT (ωB97M-V/def2-TZVPD) results for C45H34LaNOP2S as an isolated structure in a non-equilibrium geometry.

Summary:
Gap between HOMO and LUMO (eV): 7.13
E_tot (hartree): -2977.16470
Energy above the lowest of the compared OMol25 structures with the same formula, charge and spin (kcal/mol): 0.0

```
! RIJCOSX wB97M-V def2-TZVPD def2/J DEFGRID3
* xyz 2 1
La 13.643 13.709 9.980
S 17.942 15.558 10.822
C 18.153 13.908 11.242
C 17.002 13.203 11.127
C 15.840 13.946 10.737
C 16.209 15.294 10.572
C 15.334 16.409 10.314
C 15.655 17.711 10.765
C 14.799 18.749 10.365
C 13.644 18.457 9.586
C 13.350 17.135 9.216
N 14.170 16.143 9.675
H 19.116 13.489 11.512
H 16.932 12.135 11.331
H 16.525 17.864 11.385
H 15.034 19.784 10.628
H 12.930 19.228 9.264
H 12.488 16.872 8.583
O 11.183 11.404 9.819
C 9.940 11.535 10.398
C 9.181 10.451 10.817
C 7.862 10.631 11.308
C 7.325 11.915 11.292
C 8.144 13.015 10.959
C 9.464 12.860 10.521
P 10.570 14.226 10.188
C 9.948 15.080 8.674
C 8.654 15.607 8.641
C 8.137 16.212 7.480
C 8.858 16.220 6.296
C 10.119 15.562 6.310
C 10.696 15.035 7.472
C 10.161 15.283 11.632
C 10.469 14.738 12.886
C 10.501 15.512 14.016
C 10.126 16.872 13.937
C 9.618 17.326 12.730
C 9.693 16.602 11.558
C 11.553 10.208 9.247
C 10.693 9.534 8.384
C 11.054 8.250 8.001
C 12.147 7.616 8.592
C 13.056 8.364 9.309
C 12.789 9.696 9.639
P 14.006 10.757 10.546
C 13.823 10.364 12.296
C 12.962 9.320 12.711
C 12.862 9.029 14.073
C 13.518 9.795 15.015
C 14.313 10.851 14.560
C 14.455 11.136 13.220
C 15.605 10.072 10.076
C 16.207 9.137 10.853
C 17.501 8.658 10.502
C 18.131 9.127 9.366
C 17.430 10.001 8.508
C 16.199 10.503 8.885
H 9.630 9.454 10.749
H 7.284 9.790 11.688
H 6.283 12.073 11.553
H 7.765 14.038 11.071
H 8.071 15.561 9.558
H 7.136 16.674 7.595
H 8.468 16.761 5.406
H 10.702 15.442 5.387
H 11.682 14.592 7.429
H 10.772 13.676 12.920
H 10.831 15.064 14.957
H 10.233 17.539 14.826
H 9.176 18.333 12.635
H 9.385 17.045 10.634
H 9.820 10.070 7.982
H 10.464 7.673 7.270
H 12.294 6.563 8.446
H 13.983 7.949 9.664
H 12.431 8.729 11.958
H 12.251 8.176 14.391
H 13.371 9.623 16.067
H 14.913 11.433 15.269
H 14.990 12.038 12.886
H 15.676 8.683 11.706
H 17.922 7.820 11.064
H 19.141 8.825 9.106
H 17.830 10.411 7.583
H 15.664 11.206 8.252
*
```